This record from the Open Molecules 2025 dataset describes 3 unconnected molecules or ions with the total composition C3H10NO4 in a non-equilibrium geometry. The level of theory is ωB97M-V with the def2-TZVPD basis set.

Lowest unoccupied orbital energy, eV: 2.92
Net charge: -1
HOMO level, Ha: -0.1617

Structure (XYZ):
```
18
Properties=species:S:1:pos:R:3:forces:R:3:mulliken_charge:R:1
O 1.04766 0.74581 -0.49941 0.031 -1.345 1.322 -0.777
C 0.88945 0.40597 0.72362 -0.752 2.871 0.198 0.448
O 0.10253 1.04973 1.50976 1.124 -1.835 -0.747 -0.800
C 1.77293 -0.73768 1.29343 1.871 2.957 -1.392 0.511
C 1.19192 -2.03783 0.84830 -4.193 0.828 0.140 -1.279
N 1.96669 -0.55524 2.78585 -4.528 2.134 -1.857 -0.729
H 2.78931 -0.49649 0.59756 -2.258 -0.911 2.380 0.248
H 0.43480 -1.89193 -0.00441 1.480 -0.075 0.800 0.307
H 1.97819 -2.60511 0.54432 1.747 -2.525 -0.780 0.304
H 0.50379 -2.48955 1.62387 1.172 0.158 -0.412 0.299
H 2.25047 -1.39946 3.10266 1.747 -3.519 1.322 0.275
H 0.89094 -0.62313 3.11432 2.852 0.961 -0.826 0.270
H -0.68292 1.69963 -0.20804 -0.112 -0.101 -0.134 0.379
H -1.93480 1.46313 -1.19822 1.489 1.438 1.584 0.261
O -1.47428 2.13526 -0.59128 -1.676 -1.035 -1.606 -0.718
H -3.77040 -0.11449 -4.10438 0.136 0.055 -1.225 0.341
H -3.99423 -0.65588 -5.66707 0.537 0.964 -0.051 0.313
O -4.09564 -0.77865 -4.73078 -0.667 -1.021 1.283 -0.654
```
Forces are in eV/Å.

=====

This record from the Open Molecules 2025 dataset describes 2 unconnected molecules or ions with the total composition CH6NPS in a non-equilibrium geometry. The level of theory is ωB97M-V with the def2-TZVPD basis set.

Lowest unoccupied orbital energy (spin up / spin down), eV: -0.49 / -2.22
HOMO level (spin up / spin down), Ha: -0.3649 / -0.2813

Structure (XYZ):
```
10
Properties=species:S:1:pos:R:3:forces:R:3:mulliken_charge:R:1
C -0.17229 1.29969 0.57874 0.359 1.761 0.440 -0.515
N 1.39815 -0.91485 -0.04204 -0.530 0.374 -0.740 -0.517
P 0.64244 -0.21663 1.13359 0.685 0.999 1.415 0.180
S -0.74854 -0.72154 -2.86318 0.082 -0.068 0.257 -0.190
H 0.35932 2.24655 0.24033 0.189 -1.394 1.067 0.291
H -0.55707 0.99418 -0.35194 -1.404 -0.436 -1.142 0.060
H -0.93469 1.59172 1.33306 0.317 -0.293 -0.685 0.275
H 1.43233 -1.90629 -0.11492 0.222 -0.807 0.141 0.229
H -0.39039 -0.82035 1.92843 0.072 -0.196 -0.641 0.047
H -1.02927 -1.55247 -1.84207 0.007 0.061 -0.111 0.139
```
Forces are in eV/Å.

=====

This record from the Open Molecules 2025 dataset describes a single C6H8 molecule. The level of theory is ωB97M-V with the def2-TZVPD basis set.

Lowest unoccupied orbital energy, eV: -0.36
HOMO level, Ha: -0.2982

Structure (XYZ):
```
14
Properties=species:S:1:pos:R:3:forces:R:3:mulliken_charge:R:1
C -1.26208 0.85738 0.49620 -0.089 0.068 0.084 -1.336
C -0.32461 0.24573 -0.56198 0.082 -0.112 -0.011 0.254
C 1.12917 0.67414 -0.26839 0.039 0.083 0.119 -0.513
C 1.78175 -0.38670 0.56901 -0.320 -0.086 -0.322 -0.497
C 0.92436 -1.54341 0.32919 0.067 -0.021 0.009 -0.390
C -0.21637 -1.22648 -0.32638 0.067 0.069 0.087 -0.366
H -2.24548 0.37601 0.50544 0.115 0.098 -0.059 0.374
H -1.40230 1.92880 0.32433 0.022 -0.147 -0.014 0.329
H -0.69396 0.48644 -1.56781 0.071 -0.068 0.146 0.357
H 1.23471 1.69174 0.12327 0.011 -0.179 -0.008 0.335
H 1.73552 0.63747 -1.19058 -0.047 0.030 0.081 0.324
H -0.81174 0.72420 1.48663 -0.110 0.028 -0.136 0.354
H 1.15733 -2.54231 0.68922 0.000 0.142 -0.096 0.387
H -1.00631 -1.92303 -0.60815 0.091 0.096 0.119 0.388
```
Forces are in eV/Å.

=====

This record from the Open Molecules 2025 dataset describes a single C18H21FN4O molecule. The level of theory is ωB97M-V with the def2-TZVPD basis set.

Lowest unoccupied orbital energy, eV: 0.56
SMILES: CCc1nn2c(N(C)CCO)cc(C)nc2c1-c1ccc(F)cc1
HOMO level, Ha: -0.2695

Structure (XYZ):
```
45
Properties=species:S:1:pos:R:3:forces:R:3:mulliken_charge:R:1
C -2.67220 -3.12069 1.06013 0.047 -0.040 -0.141 -1.115
C -1.74331 -2.95907 -0.14220 -0.050 -0.021 0.088 -0.705
C -1.02886 -1.64921 -0.11256 0.268 0.398 0.021 0.086
N 0.29617 -1.66328 -0.03165 -0.024 -0.971 0.070 -1.635
N 0.69884 -0.38809 0.04573 -0.669 0.588 -0.066 0.895
C 1.97343 0.09575 0.14027 0.495 0.240 0.187 1.431
N 3.04761 -0.73679 0.20993 -0.416 -0.012 0.181 0.029
C 3.04558 -2.09094 -0.29750 -0.059 -0.437 -0.222 -0.791
C 4.36272 -0.19848 0.46642 0.187 0.406 -0.196 -1.161
C 5.03780 0.44891 -0.76142 0.000 -0.400 -0.094 -0.365
O 5.21294 1.82396 -0.49573 0.112 0.437 0.105 -0.513
C 2.07870 1.47752 0.22170 0.018 -0.109 -0.001 -0.724
C 0.93194 2.28548 0.21669 -0.158 -0.249 -0.004 0.413
C 1.06283 3.77201 0.31142 0.007 -0.009 0.002 -1.348
N -0.28161 1.79263 0.12871 -0.095 0.742 0.015 -0.537
C -0.39891 0.47289 0.04140 -0.111 -0.686 -0.164 0.033
C -1.53600 -0.33701 -0.07700 0.614 0.035 0.030 -0.193
C -2.90517 0.15184 -0.13408 -0.225 0.121 -0.019 0.614
C -3.89949 -0.51844 -0.84671 0.132 0.173 0.085 -0.233
C -5.19449 -0.03732 -0.88500 -0.252 0.151 0.072 -0.645
C -5.49350 1.12879 -0.20670 0.070 -0.019 -0.010 0.347
F -6.76314 1.60158 -0.23670 0.156 -0.053 -0.001 -0.341
C -4.52861 1.82795 0.49493 -0.309 -0.011 -0.092 -0.728
C -3.23901 1.33610 0.52618 -0.070 -0.144 -0.021 -0.427
H -3.43439 -2.34540 1.06427 -0.081 0.014 0.076 0.310
H -3.16173 -4.09134 1.02833 -0.082 -0.067 0.048 0.366
H -2.10366 -3.04929 1.98442 0.022 0.006 0.101 0.339
H -0.98511 -3.74465 -0.13175 -0.039 0.039 -0.093 0.332
H -2.31451 -3.05818 -1.06779 0.052 -0.054 -0.013 0.273
H 2.02072 -2.44307 -0.39068 0.374 -0.068 -0.053 0.243
H 3.54268 -2.13978 -1.27190 0.053 -0.018 -0.028 0.300
H 3.58275 -2.73569 0.39998 0.038 -0.004 -0.005 0.317
H 4.97760 -1.02084 0.83594 -0.099 0.046 0.011 0.327
H 4.30849 0.56027 1.25019 0.043 -0.064 0.005 0.629
H 6.00956 -0.02329 -0.95615 -0.118 0.019 0.003 0.386
H 4.40054 0.30746 -1.64582 0.056 -0.078 0.108 0.315
H 5.64394 2.24585 -1.24583 -0.023 -0.047 0.037 0.301
H 3.04122 1.95310 0.26594 0.147 -0.042 -0.038 0.502
H 1.71602 4.14493 -0.47502 0.069 0.081 -0.037 0.340
H 1.49847 4.04914 1.27013 0.054 0.070 0.055 0.304
H 0.08265 4.22928 0.21713 -0.022 0.029 -0.006 0.381
H -3.65950 -1.41441 -1.39608 0.034 -0.103 -0.052 0.344
H -5.96684 -0.55187 -1.43546 -0.090 -0.023 -0.043 0.436
H -4.79369 2.74038 1.00592 -0.049 0.084 0.047 0.434
H -2.46946 1.87133 1.05795 -0.009 0.048 0.051 0.432
```
Forces are in eV/Å.

=====

Energy relative to the best compared isomer or geometry (same formula, charge and spin) (computed, kcal per mole): 62.7 89.6 64.2 39.8